This record from the Open Molecules 2025 dataset describes an isolated molecule of C12H11NO. The level of theory is wB97M-V/def2-TZVPD.

Last column: Löwdin charge in e.
Positions of all 25 atoms, in Å:
C: 2.88879 -2.34113 0.26718  -0.07
C: 2.31403 -0.00400 0.03269  -0.27
C: 2.70792 1.28559 -0.26964  0.01
C: 1.69327 2.28291 -0.41023  -0.06
C: 0.34241 2.01883 -0.30939  -0.03
C: -0.03112 0.69411 -0.08147  -0.23
C: 0.95280 -0.20411 0.13878  0.00
C: -1.36870 0.26116 -0.09149  -0.21
C: -2.30507 0.96045 0.59310  0.00
C: -3.66162 0.41107 0.67678  -0.03
C: -3.89531 -0.74899 -0.07708  -0.15
C: -1.77331 -0.89912 -0.76239  -0.11
H: 3.81820 -2.89818 -0.00471  0.09
H: 1.93052 -2.58424 -0.42459  0.12
H: 2.52754 -2.51941 1.38692  0.12
H: 3.72401 1.49218 -0.29068  0.09
H: 2.08287 3.28430 -0.45126  0.10
H: -0.48549 2.77069 -0.52600  0.14
H: 0.63291 -1.20014 0.16236  0.08
H: -2.05658 1.84257 1.20189  0.12
H: -4.43616 0.85819 1.34768  0.11
H: -4.96443 -0.95914 -0.22535  0.10
H: -0.98690 -1.42439 -1.25301  0.11
N: -2.96069 -1.42927 -0.79965  0.08
O: 3.31012 -0.94990 0.16955  -0.11

Computed properties:
* energy above the lowest of the compared OMol25 structures with the same formula, charge and spin: 40.1 kcal per mole
* HOMO energy: -8.6070 eV
* HOMO-LUMO gap: 9.29 eV
* SMILES: COc1cccc(-c2cccnc2)c1



This record from the Open Molecules 2025 dataset describes a structure of composition C30H27Br4N8O9S2TeW. The level of theory is wB97M-V/def2-TZVPD.

Last column: Löwdin spin population.
Positions of all 82 atoms, in Å:
W: -0.95335 -0.51945 -0.80415  0.84
Br: 3.54666 -5.32121 -2.62695  0.00
C: 1.98127 -4.25977 -2.68511  0.00
C: 1.32018 -4.02059 -3.87784  0.00
Br: 1.98445 -4.72521 -5.50113  0.00
C: 0.16076 -3.23344 -3.89315  0.00
Br: -0.82842 -2.91167 -5.46681  0.00
C: -0.32514 -2.64151 -2.73584  0.00
O: -1.31714 -1.79657 -2.62952  0.00
C: 0.32961 -2.93463 -1.51756  0.00
O: -0.24269 -2.35389 -0.46109  0.05
C: 1.46159 -3.71660 -1.49865  0.01
Br: 2.26054 -4.02880 0.18646  0.00
O: 0.99698 -0.27833 -4.22640  0.01
C: 0.33019 0.17128 -3.34440  0.01
O: 0.50761 -0.16551 -2.03953  0.07
C: -0.66509 1.30321 -3.44588  -0.01
C: -0.43183 2.39724 -4.25624  0.07
C: -1.05639 3.59824 -3.93564  -0.01
C: -1.69494 3.79596 -2.73253  0.06
C: -1.90993 2.67802 -1.93687  0.01
C: -1.60779 1.42222 -2.43675  0.08
O: -2.21752 0.32811 -1.88254  0.02
N: -2.19810 2.72854 -0.57952  0.31
O: -2.54257 3.78478 0.00515  0.34
O: -1.81401 1.67069 0.14347  0.10
N: -0.88054 4.75607 -4.84426  0.00
O: -0.38002 4.54531 -5.93133  0.00
O: -1.26160 5.84430 -4.46131  -0.01
H: 0.27454 2.33907 -5.07201  0.00
H: -1.94978 4.78560 -2.38366  0.01
N: 4.58768 -1.27419 2.77096  0.00
C: 3.41551 -1.05071 2.07246  0.00
C: 2.16910 -1.26627 2.65201  0.00
C: 1.02907 -0.98899 1.92559  0.00
N: 1.03550 -0.50936 0.68644  0.00
C: 2.23308 -0.33055 0.12134  0.00
C: 3.42689 -0.56501 0.77052  0.00
H: 4.52930 -1.91807 3.54178  0.00
H: 5.41784 -1.38401 2.21298  0.00
H: 2.07966 -1.67707 3.65076  0.00
H: 0.06039 -1.17244 2.36271  0.00
H: 2.23789 0.00009 -0.90266  0.00
H: 4.35956 -0.39838 0.24537  0.00
N: -2.78775 -3.92796 -1.16762  0.00
C: -3.50360 -4.42134 -2.19743  0.00
C: -4.39572 -3.43933 -2.55781  0.00
C: -4.11850 -2.37500 -1.67555  0.00
N: -3.13878 -2.68398 -0.84515  0.02
H: -2.05484 -4.37057 -0.63948  0.00
H: -3.33172 -5.41009 -2.59003  0.00
H: -5.12059 -3.47225 -3.35295  0.00
H: -4.57941 -1.40131 -1.61558  0.00
Te: -2.33580 -0.51196 1.50210  -0.01
C: -2.43624 -2.39898 2.44271  0.00
C: -1.83486 -2.71159 3.63294  0.00
C: -2.16227 -4.01008 4.11925  0.00
C: -3.02769 -4.65956 3.29248  0.00
S: -3.42910 -3.70289 1.93326  0.00
H: -1.17765 -2.02156 4.14950  0.00
H: -1.77324 -4.43166 5.03681  0.00
H: -3.44543 -5.64856 3.40828  0.00
C: -0.53887 3.18430 4.17711  0.00
C: -0.42498 3.91615 2.84538  0.00
N: 0.06372 3.03658 1.78799  0.00
C: 1.09809 3.24601 0.96954  0.00
S: 1.16052 2.49315 -0.53912  0.01
N: 2.11248 4.07112 1.36595  0.00
C: 2.66199 4.13556 2.71619  0.00
C: 4.02029 3.44870 2.78292  0.00
H: -0.89521 3.86121 4.95787  0.00
H: 0.42420 2.77406 4.49080  0.00
H: -1.24151 2.35439 4.08696  0.00
H: 0.22029 4.78875 2.92082  0.00
H: -1.41476 4.25354 2.53170  0.00
H: -0.66308 2.46355 1.34481  0.00
H: 2.78018 4.21242 0.62408  0.00
H: 1.97806 3.64530 3.40078  0.00
H: 2.76107 5.18061 3.02089  0.00
H: 3.92549 2.38688 2.54630  0.00
H: 4.44803 3.54368 3.78341  0.00
H: 4.71816 3.89621 2.07120  0.00

Computed properties:
* 2S+1: 3
* net charge: -1
* <S²>: 2.030
* HOMO energy (spin up / spin down): -4.2533 / -5.3472 eV
* HOMO-LUMO gap (spin up / spin down): 5.41 / 6.84 eV



This record from the Open Molecules 2025 dataset describes an isolated molecule of C6H9FN2. The level of theory is wB97M-V/def2-TZVPD.

Last column: Löwdin charge in e.
Positions of all 18 atoms, in Å:
C: 0.06752 -1.49700 1.78768  -0.18
C: 0.46738 0.83791 -1.15311  -0.11
C: 0.45253 0.31459 0.11908  -0.15
C: -0.32197 0.27105 -2.31027  -0.11
C: 1.42663 0.89036 1.13980  -0.07
C: -0.46702 -0.94205 0.65187  -0.46
N: 0.41830 -1.86190 2.81937  0.22
N: -1.80711 -0.59860 0.73148  0.14
F: -0.28775 -1.99386 -0.42340  -0.07
H: 1.10482 1.68609 -1.39616  0.11
H: 0.06453 0.75770 -3.27254  0.09
H: -0.28757 -0.79821 -2.28711  0.05
H: -1.41642 0.56626 -2.21656  0.08
H: 2.42240 1.01198 0.73331  0.08
H: 1.08546 1.83836 1.50435  0.07
H: 1.53301 0.42186 2.10961  0.06
H: -2.36986 -0.91199 1.54322  0.13
H: -2.08488 0.00745 -0.08061  0.12

Computed properties:
* energy above the lowest of the compared OMol25 structures with the same formula, charge and spin: 28.0 kcal per mole
* HOMO energy: -9.3775 eV
* HOMO-LUMO gap: 10.14 eV
* SMILES: C/C=C(/C)[C@@](N)(F)C#N



This record from the Open Molecules 2025 dataset describes a cluster of 3 separate species, C4H16N2O2 in total. The level of theory is wB97M-V/def2-TZVPD.

Last column: Löwdin charge in e.
Positions of all 24 atoms, in Å:
C: -1.76130 0.87596 -0.03607  -0.07
C: -0.25626 1.02429 -0.00567  -0.44
C: 0.43489 0.27366 -1.20193  -0.18
C: 0.16527 0.99503 -2.50639  -0.31
N: 0.33329 0.22113 -3.76232  -0.03
N: 0.27448 0.44442 1.27443  0.02
H: -2.08324 0.87017 -1.09186  0.07
H: -1.92684 -0.14508 0.34366  0.09
H: -2.39063 1.63393 0.43214  0.08
H: 0.13751 2.05901 -0.01401  0.13
H: -0.12318 -0.65242 -1.28222  0.10
H: 1.43716 -0.15414 -1.12489  0.11
H: -0.83347 1.50887 -2.53466  0.11
H: 0.95274 1.76073 -2.68985  0.11
H: -0.03025 0.72526 -4.57042  0.06
H: -0.28591 -0.57016 -3.81262  0.05
H: -0.45271 0.49825 1.94962  0.04
H: 1.25148 0.52418 1.47270  0.06
H: -2.56775 -4.81606 4.94135  0.09
H: -3.82191 -3.97554 5.23885  0.01
O: -3.19318 -4.09818 4.52683  -0.11
H: 5.16904 0.70531 2.11319  0.02
H: 5.06331 0.03003 0.76396  0.07
O: 4.50746 0.26137 1.57617  -0.09

Computed properties:
* energy above the lowest of the compared OMol25 structures with the same formula, charge and spin: 33.9 kcal per mole
* HOMO energy: -8.4063 eV
* HOMO-LUMO gap: 9.25 eV
* SMILES: C[C@@H](N)CCN.O.O



no.,molar mass (g/mol),strongest force on any atom (eV Å⁻¹)
1,185.2,3.87
2,1338.8,1.75
3,128.2,6.16
4,124.2,3.38